Entry from the Open Molecules 2025 dataset: one molecule with the formula C5H12O5P2 (wB97M-V/def2-TZVPD).

CARTESIAN COORDINATES (ANGSTROEM)
1 C 1.3222 -0.7953 0.3475
2 C 1.3783 0.0728 -0.8572
3 C -0.0923 -1.0368 0.8110
4 C -1.9167 0.2052 1.4730
5 C -0.8995 -1.8596 -0.2451
6 O -0.6592 0.2371 1.1333
7 O 1.8134 -2.0915 0.1410
8 O 2.8482 0.3203 -1.0277
9 O -1.6032 -0.9073 -1.0361
10 O -2.5424 1.2474 1.5264
11 P 0.5554 1.6714 -0.5430
12 P -1.9047 2.8327 1.2475
13 H 1.8889 -0.2920 1.2402
14 H 0.8843 -0.5665 -1.6727
15 H -0.0046 -1.7122 1.6742
16 H -1.4967 -2.5697 0.2066
17 H -0.1319 -2.3804 -0.8562
18 H 2.6041 -2.0103 -0.4330
19 H 3.0177 0.3918 -2.0142
20 H -2.5408 -1.1823 -1.2539
21 H 1.5047 2.0541 0.3462
22 H 1.1402 2.2177 -1.6760
23 H -2.0484 2.7104 -0.1315
24 H -3.1168 3.4432 1.5998

Its total charge is 0. The energy above the lowest of the compared OMol25 structures with the same formula, charge and spin comes out at 0.0 kJ/mol. For the calculated total energy, the calculation gives -1256.4484 Ha.